No. 1
# C43H34HgN5O2P2

C43H34HgN5O2P2 as an isolated structure in a non-equilibrium geometry (wB97M-V/def2-TZVPD, the Open Molecules 2025 dataset).

Its lowest unoccupied orbital energy (alpha / beta) is -0.5 / -2.5 eV. The multiplicity is 2. Its molar mass is 915.32 g/mol. The gap between HOMO and LUMO (alpha / beta) is 7.09 / 4.77 eV. Its HOMO energy (alpha / beta) is -7.60 / -7.32 eV.

Cartesian coordinates (Å):
Hg -2.01146 1.75826 -1.89601
P 2.66016 -0.20636 -0.77783
P 1.00512 -2.86436 -0.22566
O -0.18610 -2.00115 0.02741
O 1.84712 0.59167 -1.76252
N -3.74577 -0.64173 0.18364
N -5.27333 1.09368 0.01027
N -2.52080 4.93336 0.35754
N -3.46394 2.73227 0.22371
N -0.44112 3.82274 0.21908
C 5.42491 -0.84265 -1.42133
C -4.84819 4.61468 -0.05939
C -3.55930 -1.92464 0.17232
C -7.55368 4.83567 -0.66131
C -7.01523 3.54354 -0.46638
C 2.38229 0.28212 0.87908
C 3.24901 0.92473 3.06879
C 1.36980 -3.83526 1.22756
C 2.63677 -4.45393 1.31714
C -5.40250 5.86801 -0.17153
C 4.40153 0.13728 -1.09432
C 7.12651 0.87377 -1.39160
C 1.96690 -5.46569 3.34359
C 1.59329 -5.81733 -3.04524
C 1.97695 1.43674 3.40832
C 0.76702 6.35707 0.01807
C -5.66275 3.46079 -0.20164
C -4.79879 2.32370 0.06334
C 0.43235 -3.99101 2.23179
C -0.57250 6.23203 0.37569
C -4.54906 -2.89567 0.40923
C -1.16649 4.91805 0.34471
C -0.02118 -4.27212 -3.82788
C 4.84234 1.43767 -0.93451
C 0.72694 -4.83256 3.27712
C 1.16252 0.82160 1.22305
C 3.37828 0.18242 1.88783
C 6.76478 -0.48055 -1.54296
C -0.01690 -3.56278 -2.63680
C -4.98945 -0.15869 0.19394
C 2.57683 -2.00195 -0.72303
C 0.82862 3.94725 -0.08937
C 6.16255 1.85421 -1.06680
C 1.66767 -5.10580 -1.83129
C 2.94771 -5.33280 2.35804
C 0.89837 -3.93464 -1.60717
C 0.72971 -5.41560 -4.04761
C -3.46399 4.08559 0.22631
C 1.49180 5.19044 -0.30109
C 0.92088 1.28614 2.52374
C -6.11220 -1.07637 0.51071
C -5.85558 -2.41118 0.74006
C -6.74140 5.96693 -0.47274
H -6.68394 -3.09148 0.92824
H 4.04751 0.84440 3.84275
H 4.12296 2.26575 -0.70767
H 3.90993 -5.84027 2.40890
H -7.60113 2.56268 -0.52462
H 0.65318 -5.87965 -5.03434
H 5.13498 -1.91174 -1.48218
H -0.71834 -2.73564 -2.45937
H 3.38637 -2.41566 -0.10146
H -0.00114 -4.99194 4.08267
H -0.58846 -3.86599 -4.63072
H -8.59028 4.96713 -0.90104
H 0.40022 0.97153 0.45350
H 4.28071 -0.33501 1.67731
H 7.52605 -1.20748 -1.81530
H 1.40266 3.01751 -0.24347
H 2.83219 -2.33499 -1.76657
H 2.33773 -6.64685 -3.14031
H 8.16502 1.08887 -1.34553
H 6.35871 2.92312 -1.00750
H 2.15883 -6.17721 4.12633
H -2.53362 -2.25241 -0.00249
H -7.08359 -0.59723 0.63353
H -0.50267 -3.44184 2.22426
H 1.23622 7.34010 0.02807
H -4.34960 -3.99358 0.53500
H -4.70432 6.73376 -0.13554
H -0.09554 1.52589 2.81133
H 2.50866 5.29383 -0.78286
H 2.34477 -5.46913 -1.02401
H -1.28375 7.03117 0.60368
H 3.30437 -4.25428 0.49115
H 1.84463 1.96150 4.35636
H -7.18634 6.92754 -0.66410

Atoms 1-6, force components in eV/Å:
Hg 0.040 -0.042 0.091
P -0.304 1.118 -1.579
P -0.313 1.768 0.831
O 0.485 -0.321 -0.487
O 0.253 -1.208 0.879
N 0.181 1.583 -0.929

=====

No. 2
# C43H35BrF4N4O7PW

C43H35BrF4N4O7PW as an isolated structure in a non-equilibrium geometry (wB97M-V/def2-TZVPD, the Open Molecules 2025 dataset).

Its lowest unoccupied orbital energy (alpha / beta) is -3.1 / -3.2 eV. Its charge is +1. The multiplicity is 3. Its molar mass is 1090.48 g/mol. The gap between HOMO and LUMO (alpha / beta) is 7.16 / 6.41 eV. For the relative energy (zero: lowest compared OMol25 entry of this formula, charge and spin), the calculation gives 2.105 eV. Its HOMO energy (alpha / beta) is -10.28 / -9.62 eV.

Cartesian coordinates (Å):
W -0.10091 0.08245 0.26324
Br -3.31959 1.90720 -0.91009
P -0.79311 2.16138 1.44417
F -2.35583 7.04013 1.90429
F -4.13238 6.89478 -0.14915
F -0.92351 4.93777 2.59265
F -4.53682 4.52912 -1.38527
O -1.02705 2.33754 -3.55006
O -0.40144 -1.90502 -7.68218
O 2.29234 -2.74395 -2.19296
O 0.85150 -1.85592 -0.72292
O -2.38490 1.62088 -5.06132
O 0.80240 -3.41166 -6.70872
O -0.61518 0.20610 -1.81745
N 0.67280 -0.53390 2.34265
N -1.49883 1.45828 -4.24394
N 0.14710 -2.38766 -6.71118
N -2.15175 -0.84838 0.55929
C 4.21654 2.16121 -0.09584
C 1.32640 -3.83858 0.59733
C -0.86402 0.14863 -4.18522
C -0.33700 -0.35539 -2.94262
C 3.15690 4.33389 2.48021
C 1.71388 -2.47400 0.21951
C 2.74170 3.26406 3.25531
C -2.36747 2.34412 5.30068
C -0.19302 -0.79574 3.52310
C -1.85232 2.05530 2.96439
C 3.18156 -0.41334 0.37690
C -3.57936 4.63759 -0.47541
C 0.00276 -5.82225 0.21125
C 0.76652 3.01683 1.88727
C -3.18370 1.69406 2.74322
C -3.39999 5.84507 0.17281
C 0.65819 -2.13828 -4.32526
C -0.74719 -0.51838 -5.37782
C 1.21773 4.06593 1.08702
C 2.89682 1.87345 -0.39312
C 0.41067 -4.55723 -0.17626
C -2.58399 -1.54696 1.79514
C -1.72852 4.81276 1.53754
C 1.80429 -4.41798 1.77559
C -2.80453 3.53443 -0.14454
C 4.50863 -0.08831 0.68076
C 1.31510 -2.08067 -2.03045
C 0.00289 -1.68035 -5.44331
C -4.09300 1.65778 3.78689
C 0.49397 -1.51053 -3.09587
C -1.45457 2.38858 4.25511
C 1.55885 2.60343 2.95667
C 1.37835 -5.67432 2.16740
C 0.47266 -6.38195 1.39018
C 2.77731 -1.79516 0.66001
C -3.68334 1.97464 5.07518
C -1.81246 3.60554 0.83630
C 2.36458 0.61723 -0.13126
C -0.77128 -2.20610 3.50031
C -2.48786 5.92041 1.21020
C -1.53471 -2.57223 2.22650
C 2.39780 4.72484 1.38631
C 5.02250 1.17433 0.45217
H 0.38442 -0.68801 4.44551
H 4.07011 4.85874 2.72660
H 1.30593 -3.00000 -4.40253
H -1.98814 -3.55144 2.38272
H -2.17488 -1.52426 -0.20437
H -2.04186 2.61377 6.29699
H 1.23992 1.78696 3.59430
H 6.05700 1.38443 0.68807
H -1.20688 -0.11502 -6.26934
H 1.75018 -6.09744 3.09123
H -1.42573 -2.30737 4.36823
H 1.38303 0.45620 -0.64296
H 4.61913 3.14273 -0.30515
H 0.04348 -2.92686 3.61729
H -0.69216 -6.36920 -0.41204
H 3.32627 2.95499 4.11228
H -5.12408 1.39212 3.59280
H 0.62939 4.38302 0.23409
H 1.33432 0.20021 2.58333
H 3.46486 -2.33334 1.30086
H 2.72564 5.55205 0.77023
H 5.15233 -0.86147 1.08154
H 1.24226 -1.36471 2.21162
H 2.50231 -3.87668 2.40259
H -3.54345 -2.03872 1.62445
H -0.44489 2.71889 4.45189
H -0.98916 -0.05784 3.53827
H -0.83096 -2.69019 1.40138
H -2.73959 -0.79660 2.56820
H 0.01775 -4.14120 -1.09416
H -3.52259 1.46287 1.73946
H 0.14167 -7.36483 1.69651
H -2.85522 -0.15490 0.31372
H 2.27072 2.62738 -0.84826
H -4.39064 1.95311 5.89312

Atoms 1-6, force components in eV/Å:
W -1.349 -0.366 0.496
Br -0.038 -0.033 -0.583
P -0.120 0.187 -0.101
F 0.003 0.069 -0.024
F -0.045 0.047 -0.002
F -0.068 0.143 0.104

=====

No. 3
# C43H35ClMnN3O8P2S

C43H35ClMnN3O8P2S as an isolated structure in a non-equilibrium geometry (wB97M-V/def2-TZVPD, the Open Molecules 2025 dataset).

Its lowest unoccupied orbital energy (alpha / beta) is -3.2 / -3.2 eV. Its charge is +1. The multiplicity is 2. Its molar mass is 906.17 g/mol. The gap between HOMO and LUMO (alpha / beta) is 7.86 / 7.85 eV. For the relative energy (zero: lowest compared OMol25 entry of this formula, charge and spin), the calculation gives 1.361 eV. Its HOMO energy (alpha / beta) is -11.05 / -11.04 eV.

Cartesian coordinates (Å):
Mn 0.90129 -0.42070 0.13720
Cl 2.47580 -3.88336 -4.23820
S 1.64472 1.61341 -1.00757
P -0.56192 -1.60512 1.61976
P -0.66795 2.24301 0.59090
O 2.62913 0.58875 -0.62495
O 4.96131 -4.42363 -2.69516
O 2.04490 2.81144 -1.62479
O 5.28532 -3.96754 -0.55290
O 0.97646 1.98363 0.51821
O 2.12753 -1.35666 1.32797
O 0.44452 0.90070 -1.50475
O 3.93572 -2.65437 1.31563
N -2.70174 0.21093 1.37795
N 1.22277 -2.57011 -2.29543
N 1.39558 -2.08187 -1.03438
C -0.75455 -5.65821 2.21178
C -0.33909 4.73991 -0.42515
C -1.76398 4.51747 3.74691
C 0.09401 3.16350 4.45764
C -1.28787 5.54177 -2.47675
C -5.77433 1.69246 3.89838
C -0.74418 -0.36964 4.11390
C 2.58669 -2.50725 -0.63349
C -0.98054 3.51479 -0.61327
C -1.82757 -3.88035 -3.90267
C -1.91550 4.32302 -2.67752
C -1.04647 -5.23315 -0.12984
C -3.72396 0.73155 2.24022
C -2.63877 -2.75407 -3.91725
C -0.73850 2.98074 2.21400
C -0.54272 -3.81604 -3.38821
C -1.75744 3.30436 -1.75387
C -0.06991 -2.60739 -2.89903
C -0.07542 -1.31176 3.34359
C -0.36627 -0.12851 5.42736
C -4.04979 0.07723 3.42711
C -2.15096 -1.55689 -3.41704
C -0.86342 -1.47485 -2.90753
C 2.32730 -3.25942 -2.67036
C -2.16166 1.01171 0.36109
C 3.24159 -3.25544 -1.62574
C -0.86741 4.12216 4.73029
C 1.02961 -1.96954 3.89400
C 4.57806 -3.93067 -1.66916
C 2.96169 -2.15604 0.77192
C -5.06304 0.56138 4.24332
C -5.47634 2.32846 2.70402
C -1.69802 3.95378 2.48706
C -0.60404 -4.29921 2.44356
C -2.35180 -1.20370 1.43122
C -4.47142 1.85573 1.87746
C -0.96551 -6.12909 0.92657
C -0.64189 -3.39854 1.38161
C 1.40981 -1.72058 5.20034
C 0.16002 2.58391 3.20045
C -0.49626 5.74969 -1.35580
C -0.88575 -3.87817 0.09874
C 0.70579 -0.80884 5.97474
H -0.97282 -3.20029 -0.73853
H -1.55748 0.20485 3.71153
H -6.04172 3.19594 2.39585
H 0.05883 -4.71142 -3.34655
H 0.79856 2.86565 5.21831
H -3.63836 -2.81100 -4.31975
H -2.97463 -1.70507 2.16812
H 1.61065 -2.66134 3.30214
H -0.46453 -3.95561 3.45644
H -0.71130 -6.34770 3.04134
H -0.91178 0.59787 6.00929
H -2.19317 -4.82336 -4.28140
H -2.76772 -0.67022 -3.43938
H 0.28506 4.90960 0.44205
H -0.46976 -0.53120 -2.55885
H -0.91221 4.57316 5.71113
H -3.51672 -0.80018 3.74675
H -2.81108 1.85888 0.14687
H 0.00331 6.69437 -1.20797
H -5.28622 0.03349 5.15934
H -1.40782 6.33260 -3.20069
H -2.61130 -1.65265 0.45827
H -2.22839 2.35269 -1.95047
H -1.07867 -7.18746 0.75041
H -4.32524 2.37191 0.94478
H 4.82898 -3.52977 0.21468
H -2.51854 4.16092 -3.55747
H 1.00280 -0.62694 6.99677
H -1.23649 -5.58387 -1.13315
H -2.38057 4.29315 1.71943
H -6.56034 2.06402 4.53717
H -2.50186 5.27643 3.95727
H -1.93443 0.46938 -0.55974
H 2.26533 -2.23810 5.61015
H 0.92319 1.84607 3.00149

Atoms 1-6, force components in eV/Å:
Mn 1.028 -1.711 -0.053
Cl 0.022 0.005 0.119
S 0.369 -0.813 0.196
P -0.009 0.564 -0.188
P 0.368 0.650 0.443
O -0.807 1.082 -0.164